Entry 1:
A molecular structure, C5H6O2 in a non-equilibrium geometry, computed with ωB97M-V/def2-TZVPD.

## Properties
HOMO-LUMO gap	0.3678	Eh
HOMO	-9.24	eV
ΔE to the lowest compared entry with this formula, charge and spin	2.888	eV
lowest unoccupied orbital energy	0.028	Eh
2S+1	1
largest force on an atom	1.950	eV Å⁻¹
total charge	0

Last column: natural (NBO) charge in e.
CARTESIAN COORDINATES (ANGSTROEM)
O (-0.571, -0.669, 1.070)  -0.52
O (-1.691, 2.037, -0.480)  -0.50
C (1.699, -0.881, 1.014)  -0.50
C (-0.520, 1.750, -0.547)  0.45
C (-0.020, 0.325, -0.699)  -0.40
C (-1.095, -0.688, -0.264)  -0.06
C (0.654, -0.247, 0.525)  0.30
H (1.140, -1.556, 1.683)  0.25
H (0.491, 0.194, -1.657)  0.24
H (-0.935, -1.679, -0.710)  0.18
H (0.264, 2.531, -0.501)  0.12
H (2.753, -0.830, 0.754)  0.23
H (-2.131, -0.367, -0.284)  0.21

Entry 2:
2 unconnected molecules or ions with the total composition C4H4FP in a non-equilibrium geometry, computed with ωB97M-V/def2-TZVPD.

## Properties
HOMO-LUMO gap (spin up / spin down)	0.2661 / 0.2662	Eh
HOMO (spin up / spin down)	-9.29 / -9.29	eV
ΔE to the lowest compared entry with this formula, charge and spin	6.662	eV
lowest unoccupied orbital energy (spin up / spin down)	-0.075 / -0.075	Eh
2S+1	1
largest force on an atom	4.258	eV Å⁻¹
total charge	0

Last column: natural (NBO) charge in e.
CARTESIAN COORDINATES (ANGSTROEM)
P (-1.449, 0.683, 0.169)  0.57
F (2.417, 0.118, -0.125)  -0.31
C (0.228, 1.178, -0.168)  -0.35
C (-0.852, -1.045, 0.284)  -0.40
C (0.486, -1.139, 0.156)  -0.28
C (1.093, 0.132, 0.036)  0.28
H (1.000, -2.023, 0.143)  0.23
H (-1.467, -1.818, 0.345)  0.21
H (-2.001, 0.405, -1.062)  0.00
H (0.545, 3.510, 0.222)  0.06

Entry 3:
C4H6N2O in the gas phase, computed with ωB97M-V/def2-TZVPD.

## Properties
HOMO-LUMO gap	0.3825	Eh
HOMO	-9.40	eV
SMILES	COc1cc[nH]n1
ΔE to the lowest compared entry with this formula, charge and spin	1.707	eV
lowest unoccupied orbital energy	0.037	Eh
2S+1	1
largest force on an atom	0.394	eV Å⁻¹
total charge	0

Last column: natural (NBO) charge in e.
CARTESIAN COORDINATES (ANGSTROEM)
O (-1.277, 0.041, 0.989)  -0.51
N (1.912, 0.790, 0.038)  -0.34
N (0.736, 1.170, 0.589)  -0.29
C (-2.250, 0.239, -0.035)  -0.25
C (1.928, -0.503, -0.345)  -0.04
C (0.004, 0.068, 0.547)  0.41
C (0.701, -1.020, -0.020)  -0.39
H (2.789, -0.956, -0.812)  0.22
H (2.674, 1.438, -0.083)  0.41
H (-1.773, 0.288, -1.021)  0.18
H (0.329, -2.017, -0.170)  0.23
H (-2.961, -0.595, -0.022)  0.18
H (-2.789, 1.174, 0.150)  0.19

- Which of these has the highest ΔE to the lowest compared entry with this formula, charge and spin?
  C4H4FP